1.
{"formula": "C3H4Br2O", "method": "ωB97M-V with the def2-TZVPD basis set", "symbols": ["C", "C", "C", "O", "Br", "Br", "H", "H", "H", "H"], "coordinates": [[0.0145, -0.6504, 0.7505], [-0.2582, -0.5595, -0.5183], [-0.0437, 0.6987, -1.2611], [0.1879, 1.8713, -0.7271], [-0.8625, 0.8167, -2.9912], [2.4242, 0.3661, -2.0743], [-0.3771, -1.5488, 1.2323], [0.6285, 0.1780, 1.1024], [-0.8050, -1.3359, -1.1333], [1.1204, 2.1184, -0.6546]], "forces_ev_per_angstrom": [[0.21, -0.19, 0.56], [-1.69, 0.02, -3.16], [1.99, -0.64, -1.75], [-0.68, 0.23, 0.78], [-0.15, -0.12, 0.69], [-1.05, 0.05, 0.52], [0.74, 0.53, 0.58], [-0.37, -0.51, 1.01], [0.77, 0.95, 0.96], [0.22, -0.33, -0.20]], "mulliken_charge": [-0.63, 0.17, 0.05, -0.41, -0.03, -0.39, 0.28, 0.26, 0.26, 0.44], "spin_multiplicity": 1, "e_lumo_ha": [-0.0662, -0.0662], "e_tot_ha": -5339.8985, "largest_force_ha_per_bohr": 0.0696, "gap_ev": [7.440, 7.443]}

=====

2.
{"formula": "C8H22N2O3PTeTl", "method": "ωB97M-V with the def2-TZVPD basis set", "symbols": ["Tl", "N", "C", "C", "C", "C", "N", "H", "H", "H", "H", "H", "H", "H", "H", "H", "H", "H", "H", "C", "C", "O", "P", "O", "Te", "O", "C", "C", "H", "H", "H", "H", "H", "H", "H", "H", "H", "H"], "coordinates": [[-0.8818, 0.1717, 1.8589], [-2.0023, -1.8472, 0.4530], [-3.4130, -2.0671, 0.5595], [-4.2712, -1.1778, -0.3879], [-4.2782, 0.3593, -0.1012], [-3.2345, 1.2340, -0.7868], [-2.1689, 1.6501, 0.0931], [-1.7242, -1.7307, -0.5546], [-1.4520, -2.5613, 0.9075], [-3.7265, -1.8469, 1.5894], [-3.6230, -3.1314, 0.3709], [-5.3401, -1.5383, -0.3000], [-3.9783, -1.4076, -1.4314], [-4.2493, 0.4469, 0.9761], [-5.2699, 0.7514, -0.4427], [-3.7820, 2.0825, -1.1320], [-2.8797, 0.7156, -1.6765], [-2.4310, 2.5030, 0.6717], [-1.2646, 1.8465, -0.3434], [4.7649, -1.5541, 0.4048], [3.3713, -2.1509, 0.3458], [2.4282, -1.1263, 0.9513], [1.8335, -0.0087, 0.0285], [1.1093, 0.9151, 0.9719], [0.6781, -0.8592, -1.9226], [3.0778, 0.7830, -0.5871], [3.4125, 2.0323, 0.0326], [2.5772, 3.1010, -0.6338], [5.5125, -2.0771, -0.1995], [5.2001, -1.6509, 1.4204], [4.7277, -0.5055, 0.1142], [3.1846, -3.0742, 0.9291], [3.0845, -2.3776, -0.6754], [4.4887, 2.1181, -0.1397], [3.2918, 1.9450, 1.1256], [2.7149, 2.9366, -1.7291], [2.9757, 4.0887, -0.3637], [1.5374, 3.0119, -0.3969]], "forces_ev_per_angstrom": [[-0.78, -0.30, 0.84], [0.88, 1.19, -1.62], [-1.26, 0.00, 0.12], [-0.41, -0.52, 0.04], [-1.01, -1.00, -0.61], [-0.44, -0.52, -0.01], [0.86, 1.43, 1.48], [0.15, -0.40, 1.42], [0.05, -0.23, -0.33], [-0.04, -0.12, -0.03], [-0.40, 0.24, -0.02], [1.14, 0.28, 0.00], [-0.07, 0.29, 0.32], [0.04, 0.42, 0.40], [0.64, -0.44, 0.40], [-0.21, 0.87, -0.50], [0.47, 0.04, 0.11], [0.39, -1.49, -1.16], [-0.51, 0.00, -0.29], [0.78, -0.60, 1.09], [-0.61, 0.58, 0.74], [1.29, -2.12, -0.17], [-0.67, 0.24, -1.77], [-0.17, 0.25, -0.15], [0.16, 0.22, 0.73], [-0.08, -0.24, 0.13], [0.38, -0.27, 0.45], [1.51, 0.27, -0.83], [-0.44, -0.04, -0.37], [-0.48, 0.36, -0.30], [0.13, -0.24, -0.02], [0.39, 0.68, -0.13], [-0.34, 0.28, -0.19], [-0.13, 0.41, -0.18], [-0.19, 0.26, -0.40], [-0.22, 0.37, 0.71], [-0.32, -0.11, -0.12], [-0.50, -0.02, 0.25]], "mulliken_charge": [0.68, -0.34, -0.79, -0.61, -0.54, -0.61, -0.51, 0.03, 0.29, 0.33, 0.36, 0.31, 0.34, 0.29, 0.31, 0.37, 0.33, 0.26, 0.20, -0.73, -0.30, -0.30, 0.33, -0.63, -0.35, -0.20, -0.37, -0.95, 0.35, 0.26, 0.10, 0.30, 0.23, 0.38, 0.37, 0.29, 0.37, 0.15], "spin_multiplicity": 1, "e_lumo_ha": 0.0110, "e_tot_ha": -1435.1875, "largest_force_ha_per_bohr": 0.0485, "gap_ev": 7.362}

=====

3.
{"formula": "C5H13NO", "method": "ωB97M-V with the def2-TZVPD basis set", "symbols": ["C", "C", "C", "C", "C", "N", "H", "H", "H", "H", "H", "H", "H", "H", "H", "H", "H", "H", "H", "O"], "coordinates": [[-2.4097, 1.6043, 1.3293], [-1.9872, 0.2061, 0.6705], [-0.6328, 0.0227, 0.0553], [0.3922, 1.0240, 0.0593], [0.2711, -1.9425, -1.3464], [-0.4051, -1.3029, -0.2803], [-2.6357, 2.4139, 0.5910], [-1.5256, 1.8783, 1.8315], [-3.2090, 1.3292, 2.0494], [-1.9694, -0.5521, 1.4108], [-2.8186, -0.1476, 0.0905], [1.1289, 1.2958, -0.7076], [0.3345, 1.7659, 0.8245], [-0.3026, -1.8563, -2.3677], [1.3062, -1.6172, -1.7560], [0.2472, -2.9870, -1.0008], [-0.6923, -2.0400, 0.4269], [3.1783, 0.0069, 0.0191], [3.7569, 1.2312, -0.8311], [4.0294, 0.3639, -0.4033]], "forces_ev_per_angstrom": [[0.13, -2.04, -1.27], [-0.17, 1.64, 1.17], [3.16, 2.09, -0.13], [-2.36, -1.57, -0.71], [0.36, -0.06, -3.22], [-0.98, -1.33, 1.00], [-0.17, -0.95, 0.62], [0.75, 0.81, 1.10], [0.33, 0.80, -0.56], [-0.34, -0.63, 1.60], [0.05, -0.09, -1.23], [0.11, -1.25, 0.43], [-0.83, 0.96, -0.12], [0.48, -0.37, 1.78], [-1.12, -0.25, 1.68], [0.62, 0.18, -0.95], [0.01, 2.06, -1.22], [1.73, 0.96, -0.98], [0.39, -1.70, 0.89], [-2.17, 0.74, 0.10]], "mulliken_charge": [-1.11, -0.59, 0.33, -0.87, -0.74, -0.21, 0.28, 0.31, 0.34, 0.36, 0.40, 0.34, 0.16, 0.22, 0.23, 0.29, 0.23, 0.36, 0.33, -0.68], "spin_multiplicity": 1, "e_lumo_ha": 0.0227, "e_tot_ha": -328.1856, "largest_force_ha_per_bohr": 0.0737, "gap_ev": 8.312}

=====

4.
{"formula": "C3H8O4S", "method": "ωB97M-V with the def2-TZVPD basis set", "symbols": ["O", "C", "O", "C", "C", "S", "H", "H", "H", "H", "H", "H", "O", "H", "H", "O"], "coordinates": [[-1.4195, -1.4136, -1.2485], [-0.3049, -0.9099, -0.9541], [0.4682, -0.3261, -1.7752], [0.1285, -1.0607, 0.5399], [1.5794, -0.8269, 0.8639], [1.9090, -0.5859, 2.6708], [-0.2264, -2.0830, 0.7315], [-0.5087, -0.4673, 1.1914], [2.1407, -1.7235, 0.6190], [1.9364, -0.0479, 0.2017], [-2.3976, 1.6770, 0.8719], [-2.2128, 0.4622, 1.7312], [-2.5060, 1.3815, 1.7830], [0.2617, 1.5050, -1.8298], [0.8468, 2.0549, -3.0659], [0.3052, 2.3641, -2.3309]], "forces_ev_per_angstrom": [[0.22, 0.16, 0.17], [-0.25, 0.12, -0.18], [-0.10, 0.10, 0.41], [-0.76, -0.74, -0.85], [0.14, -0.52, 0.68], [0.03, 0.22, -0.19], [0.43, 0.03, 0.38], [-0.03, 0.44, -0.08], [0.12, -0.17, -0.39], [0.20, 0.42, 0.19], [0.09, 0.01, 0.04], [0.14, 0.07, 0.12], [-0.25, -0.06, -0.19], [-0.05, 0.18, -0.28], [-0.09, 0.12, 0.00], [0.16, -0.38, 0.16]], "mulliken_charge": [-0.76, 0.50, -0.83, 0.04, -0.66, -0.81, 0.28, -0.23, 0.21, 0.23, 0.33, 0.35, -0.68, 0.48, 0.26, -0.71], "spin_multiplicity": 1, "total_charge": -2, "e_lumo_ha": 0.2276, "e_tot_ha": -818.2656, "largest_force_ha_per_bohr": 0.0265, "gap_ev": 5.697}

=====

5.
{"formula": "C13H42F3O11Y", "method": "ωB97M-V with the def2-TZVPD basis set", "symbols": ["Y", "C", "O", "O", "C", "F", "F", "F", "C", "C", "H", "H", "H", "H", "H", "H", "C", "O", "H", "H", "H", "H", "C", "O", "H", "H", "H", "H", "C", "O", "H", "H", "H", "H", "C", "O", "H", "H", "H", "H", "C", "O", "H", "H", "H", "H", "C", "O", "H", "H", "H", "H", "C", "O", "H", "H", "H", "H", "C", "O", "H", "H", "H", "H", "C", "O", "H", "H", "H", "H"], "coordinates": [[31.1095, -27.7618, 13.4066], [32.3170, -25.6619, 6.8079], [31.7710, -24.3593, 6.6030], [31.9993, -26.0010, 8.1968], [31.8139, -26.6935, 5.7029], [32.7746, -27.6195, 5.6468], [30.5774, -27.2981, 5.8817], [31.7472, -26.1919, 4.5197], [32.2228, -23.3688, 5.7792], [31.3837, -22.0980, 5.8943], [30.4503, -22.3363, 5.3843], [31.3970, -21.7678, 6.9330], [31.8952, -21.3117, 5.3392], [32.3417, -23.6880, 4.7438], [33.1964, -23.0183, 6.1217], [33.3898, -25.4709, 6.8353], [26.4517, -22.3668, 7.2451], [27.0044, -22.9189, 8.4030], [27.0472, -22.9355, 6.5309], [25.3925, -22.6199, 7.1988], [26.4731, -21.2852, 7.1123], [27.9208, -22.7202, 8.1972], [35.8515, -16.2331, 2.7624], [34.9657, -16.0875, 3.8647], [35.8189, -15.3228, 2.1638], [36.8773, -16.4624, 3.0509], [35.5158, -17.0078, 2.0729], [35.1044, -16.7405, 4.5546], [39.7404, -24.3578, 8.2419], [38.9461, -25.4504, 7.8879], [40.4070, -24.0583, 7.4332], [39.0736, -23.5507, 8.5454], [40.3639, -24.5850, 9.1066], [38.3013, -25.5648, 8.5899], [29.6102, -15.0557, 7.2242], [30.3297, -14.0769, 6.4726], [28.9663, -15.6545, 6.5801], [30.3392, -15.6326, 7.7934], [28.9134, -14.4687, 7.8226], [31.1150, -14.5219, 6.1455], [23.3870, -30.8464, 8.8395], [24.5145, -29.9809, 8.6335], [23.1173, -30.9130, 9.8935], [22.6141, -30.1645, 8.4850], [23.4716, -31.7698, 8.2665], [24.5407, -29.7264, 7.7082], [35.8016, -17.4334, 9.8438], [35.9899, -18.0618, 8.5699], [36.2810, -16.4545, 9.8388], [34.7284, -17.3375, 10.0084], [36.2961, -18.2024, 10.4373], [36.9488, -18.0890, 8.5332], [31.6531, -22.0339, 12.5820], [31.8262, -23.2065, 13.3775], [30.6335, -21.6516, 12.6312], [32.1468, -21.1450, 12.9746], [31.9078, -22.0518, 11.5223], [32.3730, -22.9133, 14.1100], [36.9621, -26.2993, 1.7382], [37.1256, -25.4418, 2.7630], [36.0998, -25.9869, 1.1491], [37.8703, -26.4681, 1.1595], [36.6787, -27.3235, 1.9809], [37.5841, -25.9103, 3.4643], [34.5575, -31.7649, 11.2757], [33.4435, -31.6229, 12.1165], [35.1441, -30.8649, 11.0912], [35.2185, -32.5566, 11.6283], [34.1449, -32.0162, 10.2986], [33.2838, -32.5058, 12.4579]], "forces_ev_per_angstrom": [[0.08, 0.01, -0.07], [-3.71, 1.87, 4.61], [-1.13, -2.50, 1.22], [1.46, 0.50, -5.12], [-0.72, -2.60, -0.09], [-0.33, -0.33, 0.76], [2.18, 1.21, 0.97], [0.06, 1.79, -1.11], [1.35, 1.98, -0.96], [0.39, -0.87, -0.47], [-0.45, 0.61, 0.65], [-0.77, -0.11, -0.06], [-0.02, -0.12, -0.18], [0.01, -0.32, -0.12], [0.70, -0.37, 0.07], [1.00, -0.72, -0.19], [-1.05, -0.94, -1.01], [0.64, 0.76, 1.32], [-0.73, 0.69, -1.47], [0.11, -0.29, -0.13], [0.60, 0.14, 0.25], [0.45, -0.38, 1.04], [-0.21, -0.16, -0.15], [-0.11, 0.37, -0.19], [0.07, 0.16, 0.38], [0.03, 0.13, 0.13], [-0.11, -0.37, 0.06], [0.32, -0.15, -0.21], [0.21, 0.65, 0.83], [-0.41, -0.85, -0.56], [-0.35, -0.10, -0.12], [0.28, 0.54, -0.20], [0.21, -0.07, 0.08], [0.05, -0.15, -0.04], [-0.05, 1.18, -0.33], [-0.06, -0.38, -0.04], [0.24, -0.44, -0.16], [-0.50, -0.27, 0.29], [0.23, -0.27, 0.48], [0.15, 0.21, -0.25], [-0.49, 2.13, -0.70], [0.99, -0.48, 0.78], [0.82, -0.55, 0.03], [-0.99, -0.91, -0.45], [-0.20, -0.07, 0.37], [-0.12, -0.11, -0.02], [0.15, -0.94, -0.73], [-0.04, 0.44, -0.78], [-0.02, -0.02, 0.43], [0.20, -0.08, 0.26], [-0.36, 0.86, 1.47], [0.07, -0.27, -0.67], [-0.89, 1.67, 0.13], [0.28, 0.29, -0.54], [-0.47, -0.64, -0.06], [0.72, -0.32, 0.27], [0.30, -0.92, 0.10], [0.03, -0.27, 0.13], [-0.89, -1.98, -2.22], [0.19, 1.13, 2.19], [0.44, 0.40, -0.47], [0.09, 0.49, -0.50], [-0.07, -0.29, 0.81], [0.21, 0.25, 0.22], [0.20, -0.53, -1.44], [-0.34, 0.62, 1.06], [-0.23, 0.27, 0.70], [0.11, 0.09, -0.11], [0.44, -0.37, -0.31], [-0.28, 0.08, 0.17]], "mulliken_charge": [1.18, -0.04, -0.17, -0.30, 0.86, -0.22, -0.22, -0.20, -0.16, -1.24, 0.34, 0.33, 0.40, 0.38, 0.33, 0.43, -0.52, -0.46, 0.24, 0.24, 0.22, 0.32, -0.48, -0.46, 0.22, 0.24, 0.24, 0.30, -0.47, -0.49, 0.22, 0.21, 0.24, 0.29, -0.43, -0.46, 0.22, 0.22, 0.20, 0.31, -0.50, -0.50, 0.24, 0.26, 0.23, 0.32, -0.45, -0.51, 0.22, 0.18, 0.24, 0.32, -0.60, -0.49, 0.28, 0.27, 0.21, 0.33, -0.58, -0.45, 0.24, 0.28, 0.26, 0.32, -0.52, -0.51, 0.22, 0.25, 0.25, 0.32], "spin_multiplicity": 1, "total_charge": 2, "e_lumo_ha": -0.4316, "e_tot_ha": -1684.8218, "largest_force_ha_per_bohr": 0.1207, "gap_ev": 1.257}

=====

6.
{"formula": "C5H9O2Si", "method": "ωB97M-V with the def2-TZVPD basis set", "symbols": ["C", "C", "C", "C", "C", "O", "O", "Si", "H", "H", "H", "H", "H", "H", "H", "H", "H"], "coordinates": [[-0.2140, 2.5870, -1.6560], [0.3018, 1.4075, -1.8091], [-0.5513, -2.7978, 0.2904], [-1.4144, 0.0560, 0.9914], [1.8306, -0.5207, 0.7682], [0.3837, -3.4532, 0.8246], [-1.6776, -3.0917, 0.0022], [0.0764, -0.8107, 0.1369], [0.1728, 3.4403, -2.2369], [-0.9860, 2.9521, -0.8723], [0.7088, 0.9879, -2.7088], [-1.5361, -0.2315, 2.1142], [-1.4317, 1.1577, 1.0058], [-2.2605, -0.4696, 0.4556], [2.5329, -0.2939, -0.0742], [1.6758, 0.3804, 1.3359], [2.3888, -1.2997, 1.4322]], "forces_ev_per_angstrom": [[-0.92, 2.60, 1.05], [-1.12, -3.85, 1.58], [2.95, -0.08, 0.45], [-0.03, -0.87, 1.57], [1.43, -1.00, 0.22], [-0.59, 0.97, -0.38], [-1.96, -0.02, -0.57], [-0.78, 0.38, -0.58], [-0.53, -0.13, -0.39], [1.54, -0.95, -0.77], [1.02, 0.52, -0.25], [0.35, 0.13, -1.77], [-0.19, -0.43, -0.53], [0.64, 1.01, 0.52], [-0.71, -0.05, 0.61], [0.44, 0.66, 0.40], [-1.52, 1.12, -1.15]], "mulliken_charge": [-0.57, -0.42, 0.48, -0.94, -0.88, -0.64, -0.59, 0.24, 0.23, 0.13, 0.24, 0.32, 0.31, 0.22, 0.28, 0.28, 0.30], "spin_multiplicity": 1, "total_charge": -1, "e_lumo_ha": 0.1370, "e_tot_ha": -635.8100, "largest_force_ha_per_bohr": 0.0838, "gap_ev": 7.375}